{"formula": "C2H2S5", "method": "ωB97M-V/def2-TZVPD", "homo_lumo_gap_ev": [6.370, 6.807], "e_tot_ev": -56278.99794, "multiplicity": 1, "largest_force_ha_per_bohr": 0.10024, "elements": ["S", "C", "C", "S", "S", "S", "S", "H", "H"], "positions_angstrom": [[1.771, 1.228, 1.178], [2.092, 0.411, -0.369], [0.650, 0.331, -1.364], [-0.859, 0.392, -0.611], [0.971, -0.672, -2.680], [3.120, -0.362, -2.875], [3.189, 1.121, -1.379], [1.061, 0.264, 1.685], [-1.405, -0.596, -1.177]]}

{"formula": "C2H2Si", "method": "ωB97M-V/def2-TZVPD", "homo_lumo_gap_ev": 7.902, "e_tot_ev": -9977.75802, "multiplicity": 1, "largest_force_ha_per_bohr": 0.09372, "elements": ["C", "C", "Si", "H", "H"], "positions_angstrom": [[2.659, -1.432, 2.145], [1.729, -0.957, 1.437], [0.404, -0.335, 0.407], [0.074, 1.310, -0.133], [-0.581, -1.029, -0.239]]}

{"formula": "C2H31HfO14", "method": "ωB97M-V/def2-TZVPD", "homo_lumo_gap_ev": 2.203, "total_charge": 3, "e_tot_ev": -32504.96040, "multiplicity": 1, "largest_force_ha_per_bohr": 0.11562, "elements": ["Hf", "C", "C", "O", "H", "H", "H", "H", "H", "O", "H", "H", "O", "H", "H", "O", "H", "H", "O", "H", "H", "O", "H", "H", "O", "H", "H", "O", "H", "H", "O", "H", "H", "O", "H", "H", "O", "H", "H", "O", "H", "H", "O", "H", "H", "O", "H", "H"], "positions_angstrom": [[-1.046, 4.162, -1.021], [-0.687, 0.278, -0.205], [0.646, 1.077, -0.276], [0.417, 2.342, -0.741], [-1.284, 0.682, 0.612], [-0.424, -0.773, -0.072], [-1.220, 0.270, -1.157], [1.402, 0.525, -0.852], [0.980, 1.134, 0.764], [-0.882, -2.769, -2.516], [-1.523, -3.272, -1.993], [-1.423, -2.270, -3.142], [3.356, 2.709, -1.798], [2.711, 2.628, -1.083], [3.497, 1.799, -2.119], [0.377, 2.943, 2.754], [0.259, 2.027, 2.476], [-0.340, 3.424, 2.330], [3.277, 0.155, 2.396], [2.353, -0.015, 2.174], [3.351, -0.108, 3.326], [-4.560, 1.198, 0.466], [-4.134, 1.856, -0.096], [-3.986, 1.115, 1.246], [0.655, -2.906, 2.336], [0.524, -3.865, 2.399], [0.762, -2.746, 1.377], [-2.737, 1.137, -4.258], [-2.888, 1.174, -3.309], [-3.397, 1.734, -4.637], [-4.148, -0.818, -1.886], [-3.759, -1.647, -1.585], [-4.122, -0.235, -1.112], [3.649, -0.222, -2.672], [4.142, -0.974, -3.035], [3.193, -0.585, -1.899], [-2.751, 1.591, 2.798], [-1.955, 1.053, 2.883], [-2.494, 2.316, 2.222], [3.909, -1.267, 0.037], [4.183, -1.213, 0.970], [4.517, -1.909, -0.361], [-0.085, -0.018, 3.476], [0.240, -0.808, 3.932], [-0.822, -0.339, 2.945], [0.632, -3.622, -0.335], [1.520, -3.719, -0.699], [0.114, -3.232, -1.059]]}

{"formula": "C2H31NO14", "method": "ωB97M-V/def2-TZVPD", "homo_lumo_gap_ev": [2.493, 10.116], "total_charge": -1, "e_tot_ev": -32729.48211, "multiplicity": 2, "largest_force_ha_per_bohr": 0.16799, "elements": ["C", "C", "N", "O", "H", "H", "H", "H", "H", "H", "H", "O", "H", "H", "O", "H", "H", "O", "H", "H", "O", "H", "H", "O", "H", "H", "O", "H", "H", "O", "H", "H", "O", "H", "H", "O", "H", "H", "O", "H", "H", "O", "H", "H", "O", "H", "H", "O"], "positions_angstrom": [[-0.487, -3.527, 1.256], [0.270, -2.422, 1.824], [-0.174, -1.592, 2.775], [1.364, -2.090, 1.396], [-0.941, -4.161, 2.056], [-0.013, -4.154, 0.547], [-1.255, -3.105, 0.548], [0.498, -1.037, 3.242], [-0.884, -1.820, 3.377], [1.187, 0.121, -3.111], [2.315, -1.128, -3.055], [1.316, -0.924, -3.193], [3.174, -2.454, 0.151], [2.005, -1.883, -0.417], [2.936, -2.174, -0.664], [-0.848, 0.834, -3.607], [-0.312, 2.355, -3.064], [-0.109, 1.581, -3.575], [-3.052, -0.346, -3.130], [-1.779, -0.591, -2.173], [-2.379, -0.037, -2.677], [-2.774, 1.657, -1.050], [-4.136, 1.387, -1.789], [-3.613, 1.440, -0.910], [0.941, 1.934, -2.134], [0.375, 2.535, -0.898], [0.917, 2.716, -1.534], [-0.007, 0.282, 3.853], [1.643, 0.376, 3.830], [0.829, 0.561, 4.256], [-0.400, 2.977, 1.577], [-1.406, 3.707, 0.842], [-0.741, 2.949, 0.606], [-1.798, 0.593, 2.627], [-0.967, 1.730, 3.184], [-1.502, 1.019, 3.402], [4.147, -0.633, -0.631], [3.819, 0.945, -0.035], [4.583, 0.284, -0.437], [-0.146, -3.512, -2.230], [0.220, -2.044, -2.320], [-0.351, -2.624, -1.859], [-3.091, -1.112, 0.118], [-2.760, 0.340, 0.380], [-2.518, -0.497, 0.661], [1.438, 3.749, 0.062], [2.610, 3.691, 1.131], [1.859, 4.104, 0.791]]}

{"formula": "C2H31O14", "method": "ωB97M-V/def2-TZVPD", "homo_lumo_gap_ev": 8.850, "total_charge": -1, "e_tot_ev": -31243.83049, "multiplicity": 1, "largest_force_ha_per_bohr": 0.07156, "elements": ["C", "C", "O", "H", "H", "H", "H", "H", "O", "H", "H", "O", "H", "H", "O", "H", "H", "O", "H", "H", "O", "H", "H", "O", "H", "H", "O", "H", "H", "O", "H", "H", "O", "H", "H", "O", "H", "H", "O", "H", "H", "O", "H", "H", "O", "H", "H"], "positions_angstrom": [[-1.417, -0.480, -0.853], [-0.103, -0.736, -0.113], [0.658, 0.514, -0.118], [-1.310, -0.710, -1.899], [-1.761, 0.494, -0.761], [-2.178, -1.162, -0.549], [0.342, -1.592, -0.518], [-0.150, -1.000, 0.932], [1.392, 1.562, 3.068], [1.675, 0.721, 2.628], [0.549, 1.778, 2.617], [-1.316, 3.617, -1.547], [-0.676, 3.962, -0.958], [-1.849, 3.043, -1.057], [-0.612, 2.137, 1.438], [-0.392, 1.487, 0.800], [-0.206, 2.959, 1.196], [-3.209, 2.377, 0.034], [-4.127, 2.178, 0.371], [-2.626, 2.051, 0.728], [2.557, -0.452, -1.649], [3.282, -0.085, -1.124], [1.821, -0.276, -1.032], [2.187, -0.709, 1.873], [2.915, -1.195, 1.462], [1.563, -0.458, 1.190], [2.405, 2.401, 0.109], [3.157, 1.792, 0.246], [1.722, 1.837, -0.291], [-0.728, -3.699, -1.363], [-0.376, -3.820, -2.233], [-0.876, -2.786, -1.185], [1.245, -2.424, -2.981], [1.523, -2.141, -3.830], [1.720, -1.936, -2.307], [-3.481, -1.650, 1.796], [-2.802, -1.253, 2.357], [-3.180, -1.519, 0.931], [0.631, 1.973, -2.380], [0.281, 1.360, -1.711], [0.201, 2.814, -2.109], [1.839, -3.585, 0.155], [2.129, -4.511, 0.052], [1.091, -3.462, -0.416], [-1.400, -0.041, 2.821], [-0.967, -0.173, 3.707], [-1.149, 0.779, 2.469]]}

{"formula": "C2H33NO15", "method": "ωB97M-V/def2-TZVPD", "homo_lumo_gap_ev": 10.596, "e_tot_ev": -34812.06876, "multiplicity": 1, "largest_force_ha_per_bohr": 0.06294, "elements": ["O", "C", "C", "N", "H", "H", "H", "H", "H", "H", "H", "O", "H", "H", "O", "H", "H", "O", "H", "H", "O", "H", "H", "O", "H", "H", "O", "H", "H", "O", "H", "H", "O", "H", "H", "O", "H", "H", "O", "H", "H", "O", "H", "H", "O", "H", "H", "O", "H", "H", "O"], "positions_angstrom": [[1.255, 1.513, -2.579], [2.296, 0.904, -2.621], [2.616, -0.001, -1.451], [1.397, -0.721, -0.899], [2.939, 0.911, -3.557], [3.298, -0.868, -1.766], [3.009, 0.676, -0.640], [1.473, -0.461, 0.106], [0.519, -0.339, -1.129], [-0.133, -2.342, -3.386], [0.650, -3.454, -2.907], [0.575, -2.970, -3.720], [1.752, -2.669, 0.758], [1.472, -2.706, 2.259], [1.277, -3.169, 1.418], [-1.651, -2.597, -0.433], [-0.992, -2.810, -1.796], [-1.679, -2.311, -1.373], [-0.507, -3.566, 1.324], [-1.734, -3.082, 2.104], [-1.486, -3.552, 1.290], [1.416, -2.961, -1.225], [0.817, -4.417, -0.736], [1.399, -3.887, -1.319], [-2.096, -0.458, 1.772], [-2.935, -0.761, 3.006], [-2.018, -0.693, 2.702], [-1.371, 1.333, -2.223], [-1.091, 2.502, -3.272], [-1.715, 2.059, -2.753], [0.962, 0.188, 2.243], [1.956, -0.621, 3.200], [1.669, -0.448, 2.290], [-3.595, 2.602, -0.323], [-2.441, 2.770, 0.720], [-3.322, 2.378, 0.599], [1.005, 2.671, -1.229], [0.863, 4.258, -1.447], [1.209, 3.543, -0.926], [-0.544, 1.986, 3.218], [-1.082, 0.736, 2.427], [-0.310, 1.427, 2.435], [-0.563, 2.773, 1.643], [-0.248, 3.640, 0.372], [-0.957, 3.449, 0.990], [-3.042, -0.342, -0.639], [-2.619, 0.896, 0.067], [-2.343, -0.058, -0.047], [1.517, 3.656, 2.008], [1.673, 2.236, 2.602], [1.458, 3.159, 2.847]]}

{"formula": "C2H34O17", "method": "ωB97M-V/def2-TZVPD", "homo_lumo_gap_ev": 10.825, "e_tot_ev": -37436.38461, "multiplicity": 1, "largest_force_ha_per_bohr": 0.03465, "elements": ["O", "C", "O", "C", "H", "H", "H", "H", "H", "H", "O", "H", "H", "O", "H", "H", "O", "H", "H", "O", "H", "H", "O", "H", "H", "O", "H", "H", "O", "H", "H", "O", "H", "H", "O", "H", "H", "O", "H", "H", "O", "H", "H", "O", "H", "H", "O", "H", "H", "O", "H", "H", "O"], "positions_angstrom": [[2.158, 0.859, 1.144], [1.728, -0.109, 0.570], [2.067, -1.339, 0.987], [0.753, -0.145, -0.569], [1.904, -2.096, 0.331], [0.126, -1.028, -0.617], [1.391, -0.205, -1.455], [0.236, 0.800, -0.684], [-1.181, -2.079, 2.505], [-2.464, -1.807, 3.239], [-2.088, -1.755, 2.357], [-1.840, -3.657, -0.379], [-1.447, -3.352, -1.772], [-1.119, -3.838, -1.003], [0.017, 1.683, 3.999], [0.127, 0.216, 4.346], [-0.254, 1.037, 4.698], [-2.531, 1.963, 1.395], [-3.529, 2.310, 0.419], [-2.730, 2.724, 0.775], [-2.882, -1.350, -1.457], [-3.850, -1.318, -0.312], [-3.677, -1.774, -1.145], [-1.535, 0.986, 3.464], [-1.850, -0.028, 2.265], [-1.848, 0.911, 2.541], [-0.514, 3.715, -0.528], [-0.897, 2.516, 0.340], [-0.183, 2.872, -0.223], [0.434, 1.755, -3.401], [-0.300, 2.582, -2.327], [-0.443, 2.080, -3.144], [1.746, -1.144, -3.496], [0.375, -1.708, -3.113], [1.282, -1.969, -3.300], [1.775, -2.768, -1.616], [0.579, -3.389, -0.764], [1.537, -3.183, -0.759], [-1.442, 0.681, -2.858], [-2.577, -0.307, -2.995], [-1.742, -0.205, -2.516], [2.727, 0.483, -4.084], [2.741, 1.294, -2.729], [2.216, 0.683, -3.291], [1.153, 2.165, 2.158], [2.025, 2.544, 3.332], [1.137, 2.685, 2.979], [1.142, -1.568, 2.431], [1.123, -2.140, 3.936], [0.631, -1.680, 3.253], [3.963, 1.827, -0.872], [2.624, 2.437, -0.667], [3.205, 2.134, -1.385]]}

{"formula": "C2H36N2O15", "method": "ωB97M-V/def2-TZVPD", "homo_lumo_gap_ev": 8.548, "e_tot_ev": -36349.09691, "multiplicity": 1, "largest_force_ha_per_bohr": 0.20941, "elements": ["C", "N", "C", "N", "H", "H", "H", "H", "H", "H", "H", "H", "O", "H", "H", "O", "H", "H", "O", "H", "H", "O", "H", "H", "O", "H", "H", "O", "H", "H", "O", "H", "H", "O", "H", "H", "O", "H", "H", "O", "H", "H", "O", "H", "H", "O", "H", "H", "O", "H", "H", "O", "H", "H", "O"], "positions_angstrom": [[-0.099, -3.699, 0.670], [-0.518, -2.298, 0.407], [0.140, -1.326, 1.134], [0.274, -0.132, 0.741], [0.380, -4.072, -0.242], [0.574, -3.858, 1.507], [-1.013, -4.300, 0.705], [-0.510, -2.104, -0.593], [0.447, -1.654, 2.131], [0.649, 0.620, 1.294], [0.430, 0.093, -0.841], [0.506, 0.993, -2.155], [0.857, 0.169, -1.777], [-1.046, 2.299, -0.824], [-2.296, 2.675, -1.575], [-1.362, 2.509, -1.727], [-2.254, 2.307, 0.725], [-1.591, 1.394, 1.578], [-1.323, 2.086, 0.936], [-3.750, 1.090, -0.783], [-4.746, 2.051, -0.272], [-3.790, 1.927, -0.251], [3.933, 1.415, -0.128], [3.867, 2.875, 0.327], [4.202, 2.013, 0.606], [1.974, -2.731, 1.753], [1.858, -3.086, 0.193], [1.725, -3.408, 1.088], [-2.508, -0.646, -1.279], [-3.051, -0.241, -2.559], [-3.367, -0.409, -1.670], [2.866, 1.308, 3.653], [3.483, 1.529, 2.129], [3.181, 0.919, 2.838], [-0.558, -2.279, -3.296], [-0.092, -1.033, -2.531], [-0.890, -1.604, -2.690], [0.291, 2.873, -3.529], [-0.260, 1.475, -3.850], [0.545, 2.002, -3.838], [-4.062, -1.828, -0.093], [-2.899, -2.402, 0.569], [-3.608, -1.774, 0.761], [2.499, 0.231, -1.470], [3.936, 0.341, -2.258], [3.469, 0.375, -1.422], [-2.469, -0.742, 1.833], [-3.355, 0.204, 2.524], [-2.426, -0.025, 2.488], [0.434, 3.548, 0.819], [0.999, 4.431, -0.286], [1.191, 4.100, 0.585], [3.624, -1.854, 2.408], [2.734, -0.683, 2.694], [2.777, -1.670, 2.841]]}

{"formula": "C2H36NO14", "method": "ωB97M-V/def2-TZVPD", "homo_lumo_gap_ev": 10.789, "total_charge": 1, "e_tot_ev": -32803.51079, "multiplicity": 1, "largest_force_ha_per_bohr": 0.11867, "elements": ["C", "N", "C", "H", "H", "H", "H", "H", "H", "H", "H", "H", "H", "O", "H", "H", "O", "H", "H", "O", "H", "H", "O", "H", "H", "O", "H", "H", "O", "H", "H", "O", "H", "H", "O", "H", "H", "O", "H", "H", "O", "H", "H", "O", "H", "H", "O", "H", "H", "O", "H", "H", "O"], "positions_angstrom": [[2.153, 1.338, -1.067], [2.074, -0.155, -1.501], [3.248, -0.612, -2.386], [3.089, 1.462, -0.404], [2.340, 1.975, -1.953], [1.451, 1.779, -0.450], [1.195, -0.298, -1.938], [1.967, -0.747, -0.576], [4.259, -0.891, -1.847], [3.462, 0.233, -3.163], [3.180, -1.427, -3.046], [-2.256, -0.248, -3.400], [-3.219, -0.928, -2.395], [-2.993, -0.861, -3.334], [-1.527, -1.022, 1.276], [-2.806, -0.168, 1.424], [-2.094, -0.674, 2.002], [3.756, 0.979, 2.711], [2.732, -0.283, 3.254], [3.390, 0.130, 2.532], [-1.642, -1.662, 3.968], [-0.560, -2.663, 3.629], [-0.786, -1.714, 3.601], [0.632, -1.058, 3.548], [1.250, -0.684, 4.900], [1.377, -0.608, 3.929], [-1.620, -2.471, -0.215], [-0.288, -3.105, 0.485], [-1.035, -2.622, 0.579], [-1.664, 0.478, -1.999], [-0.694, 1.284, -2.908], [-0.810, 0.413, -2.619], [-1.053, 2.909, 3.022], [-2.031, 1.922, 3.397], [-1.958, 2.578, 2.590], [-1.981, 1.797, 0.832], [-2.346, 2.880, 0.121], [-2.140, 1.913, -0.036], [1.905, -0.141, 1.578], [0.564, -1.065, 0.886], [1.461, -0.812, 1.107], [-0.351, 4.656, 1.015], [-1.558, 3.903, 0.752], [-0.656, 3.877, 0.700], [-2.939, -2.744, -2.170], [-2.613, -4.253, -2.431], [-2.400, -3.453, -2.012], [0.131, 3.961, -2.185], [0.129, 2.803, -1.128], [0.411, 3.021, -2.000], [-0.598, -3.488, -2.249], [0.120, -2.296, -2.416], [0.341, -3.135, -2.007]]}

{"formula": "C2H3AgLiO2", "method": "ωB97M-V/def2-TZVPD", "homo_lumo_gap_ev": [4.803, 7.402], "e_tot_ev": -10416.76034, "multiplicity": 2, "largest_force_ha_per_bohr": 0.05818, "elements": ["H", "O", "C", "C", "O", "Li", "Ag", "H", "H"], "positions_angstrom": [[2.327, -0.428, -0.549], [1.655, -0.710, 0.084], [1.160, 0.298, 0.794], [-0.185, 0.680, 0.283], [-0.990, -0.338, -0.176], [-0.118, -1.908, -0.004], [-3.224, -0.320, -1.073], [0.006, 1.467, -0.486], [-0.632, 1.261, 1.127]]}

{"formula": "C2H3Br2N", "method": "ωB97M-V/def2-TZVPD", "homo_lumo_gap_ev": 9.542, "e_tot_ev": -143694.42812, "multiplicity": 1, "largest_force_ha_per_bohr": 0.15718, "elements": ["C", "C", "N", "Br", "Br", "H", "H", "H"], "positions_angstrom": [[0.037, -0.504, -0.120], [-0.002, 0.934, -0.054], [-1.009, -0.944, -0.641], [1.489, -1.612, 0.490], [1.813, 1.676, -0.034], [-0.492, 0.941, 1.560], [-0.819, 1.457, -0.357], [-1.018, -1.948, -0.845]]}

Q: Number 3 is which compound?
A: C2H31HfO14